56
Properties=species:S:1:pos:R:3:nbo_charge:R:1 method="wB97M-V/def2-TZVPD" e_above_lowest_kj_mol=47.0 lumo_ha=0.0207 max_force_ev_per_a=0.9 smiles="Cc1cc(C)c(S(=O)(=O)NC[C@@]23C=C[C@@H](O2)[C@H]2C(=O)N(c4ccccc4)C(=O)[C@H]23)c(C)c1"
C 2.522 -2.791 2.402 -0.6354
C 1.686 -1.556 2.528 0.0288
C 0.318 -1.654 2.734 -0.2198
C -0.489 -0.529 2.812 0.0998
C 0.108 0.726 2.699 -0.3921
C 1.481 0.864 2.515 0.0417
C 2.249 -0.293 2.426 -0.2104
H 3.315 -0.199 2.273 0.2017
C 2.171 2.188 2.413 -0.6354
H 3.247 2.045 2.335 0.2091
H 1.954 2.801 3.284 0.2424
H 1.825 2.746 1.546 0.2308
S -0.984 2.146 2.736 2.3028
O -0.275 3.393 2.640 -0.9442
O -1.946 2.049 3.796 -0.9385
N -1.849 1.924 1.280 -0.8520
H -2.705 2.460 1.344 0.3931
C -1.037 2.296 0.146 -0.2558
C -1.711 2.006 -1.180 0.2455
C -2.949 2.807 -1.551 -0.2127
C -2.987 2.809 -2.875 -0.1978
H -3.711 3.223 -3.547 0.2288
C -1.778 2.006 -3.304 0.0571
H -1.357 2.185 -4.289 0.2304
O -0.847 2.273 -2.275 -0.4979
C -2.147 0.516 -3.001 -0.3271
C -0.981 -0.364 -3.412 0.7141
O -0.627 -0.601 -4.534 -0.5581
N -0.375 -0.825 -2.257 -0.5073
C -1.031 -0.447 -1.095 0.7228
O -0.758 -0.844 0.004 -0.5647
C -2.134 0.513 -1.474 -0.3433
H -3.065 0.261 -0.970 0.2537
C 0.798 -1.627 -2.236 0.2060
C 0.942 -2.676 -3.134 -0.2134
C 2.089 -3.448 -3.099 -0.2076
C 3.082 -3.184 -2.170 -0.2115
C 2.930 -2.138 -1.276 -0.2006
C 1.792 -1.353 -1.305 -0.2281
H 1.673 -0.540 -0.607 0.2310
H 3.703 -1.925 -0.553 0.2147
H 3.973 -3.793 -2.145 0.2150
H 2.204 -4.261 -3.799 0.2169
H 0.168 -2.878 -3.857 0.2308
H -3.072 0.210 -3.485 0.2489
H -3.634 3.224 -0.841 0.2225
H -0.758 3.359 0.166 0.2180
H -0.119 1.708 0.215 0.2232
C -1.961 -0.690 2.990 -0.6605
H -2.217 -1.742 3.089 0.2115
H -2.474 -0.275 2.126 0.2427
H -2.302 -0.144 3.866 0.2520
H -0.134 -2.631 2.814 0.2101
H 2.295 -3.490 3.204 0.2236
H 3.582 -2.553 2.433 0.2133
H 2.305 -3.286 1.456 0.2317



23
Properties=species:S:1:pos:R:3:nbo_charge:R:1 method="wB97M-V/def2-TZVPD" e_above_lowest_kj_mol=548.6 lumo_ha=-0.0092 max_force_ev_per_a=12.5 smiles="CCOC[C@](C#N)(CC#N)[PH2]=S"
C -1.249 1.609 2.410 -0.6671
C -1.969 0.303 1.670 -0.0857
O -0.877 -0.524 1.131 -0.5645
C -0.781 -0.377 -0.357 -0.1002
C 0.759 -0.713 -0.806 -0.4114
C 1.593 -1.009 0.613 0.2631
N 2.505 -1.309 1.515 -0.3055
C 1.530 0.552 -1.562 -0.4778
C 1.320 1.998 -0.750 0.2509
N 0.695 3.087 -0.352 -0.2947
P 0.957 -2.239 -1.943 0.8177
S -0.606 -2.677 -3.014 -0.5394
H -1.449 1.588 3.567 0.2209
H -0.069 1.531 2.271 0.2374
H -1.595 2.609 1.889 0.2224
H -2.763 0.641 0.861 0.1842
H -2.583 -0.283 2.505 0.2030
H -1.152 0.708 -0.639 0.2219
H -1.593 -1.118 -0.790 0.2368
H 1.128 0.581 -2.661 0.2789
H 2.693 0.293 -1.498 0.2766
H 1.482 -3.352 -1.168 0.0290
H 2.023 -1.898 -2.893 0.0038



45
Properties=species:S:1:pos:R:3:nbo_charge:R:1 method="wB97M-V/def2-TZVPD" lumo_ha=-0.0230 max_force_ev_per_a=1.3 smiles="COC(=O)c1sc2ccccc2c1-n1cccc1C(=O)C(=O)Nc1ccc(Cl)cc1"
C 1.367 -3.745 -0.729 -0.2590
H 2.023 -3.069 -0.177 0.1972
H 1.297 -4.708 -0.230 0.1991
H 1.759 -3.864 -1.741 0.1951
O 0.048 -3.226 -0.772 -0.5031
C -0.080 -1.989 -1.271 0.7683
O 0.846 -1.330 -1.679 -0.5903
C -1.481 -1.569 -1.265 -0.3174
C -1.988 -0.326 -1.548 0.2502
C -3.413 -0.278 -1.445 -0.0441
C -4.274 0.809 -1.635 -0.1994
C -5.627 0.627 -1.474 -0.2193
C -6.148 -0.621 -1.122 -0.1976
C -5.318 -1.702 -0.915 -0.2031
C -3.950 -1.525 -1.074 -0.2080
S -2.709 -2.721 -0.844 0.4694
H -5.711 -2.665 -0.632 0.2218
H -7.214 -0.736 -1.004 0.2185
H -6.300 1.459 -1.618 0.2185
H -3.869 1.775 -1.895 0.2229
N -1.228 0.785 -1.918 -0.3527
C -1.406 1.462 -3.074 0.0101
C -0.458 2.457 -3.165 -0.3108
C 0.334 2.377 -2.020 -0.1625
C -0.150 1.327 -1.245 -0.0263
C 0.268 0.858 0.040 0.5321
O -0.373 0.077 0.740 -0.6011
C 1.621 1.360 0.574 0.5836
O 2.289 2.233 0.063 -0.5929
N 1.926 0.666 1.696 -0.6105
C 3.046 0.736 2.514 0.2275
C 4.111 1.596 2.252 -0.2578
C 5.204 1.622 3.096 -0.1998
C 5.240 0.792 4.205 -0.0622
C 4.188 -0.069 4.479 -0.2152
C 3.096 -0.095 3.634 -0.2503
H 2.273 -0.763 3.841 0.2136
H 4.225 -0.712 5.344 0.2288
Cl 6.609 0.826 5.261 0.0015
H 6.028 2.287 2.894 0.2276
H 4.074 2.238 1.388 0.2576
H 1.194 0.010 1.967 0.4281
H 1.160 3.004 -1.755 0.2583
H -0.354 3.156 -3.970 0.2305
H -2.172 1.176 -3.769 0.2232



The calculation returns the following energy values, one per record and in order: -1812.86523; -1197.35325; -2116.25866 Ha.
The calculation returns the following highest occupied orbital energy values, one per record and in order: -9.07; -9.51; -8.42 eV.